No. 1
The following is a quantum chemistry calculation of a structure of composition C21H37As3O4Y in a non-equilibrium geometry, from the Open Molecules 2025 dataset.

XYZ file:
```
66
Properties=species:S:1:pos:R:3:mulliken_charge:R:1
Y 1.18 0.63 -0.52 0.0381
C -2.49 -0.64 -2.30 -1.3577
As -1.50 0.41 -0.99 1.6546
C -2.09 2.18 -1.57 -1.3710
C -2.63 0.44 0.64 -1.6312
C -2.77 -0.76 1.60 2.6169
C -3.15 -2.00 0.78 -1.8485
C -1.53 -1.09 2.45 -1.7815
As 0.30 -0.73 1.80 0.7596
C 1.20 -1.26 3.46 -1.1134
C 0.60 -2.38 0.78 -1.1115
C -3.93 -0.45 2.57 -2.1211
As -4.00 1.17 3.76 0.3325
C -4.57 2.54 2.45 -1.0616
C -2.14 1.81 3.96 -1.0401
H -3.56 -0.41 -2.23 0.4343
H -2.33 -1.70 -2.17 0.3487
H -2.12 -0.34 -3.28 0.4095
H -3.18 2.24 -1.51 0.4961
H -1.78 2.35 -2.59 0.3221
H -1.66 2.96 -0.94 0.4163
H -3.63 0.69 0.28 0.7263
H -2.25 1.30 1.19 -0.1803
H -2.32 -2.31 0.15 0.1922
H -4.01 -1.78 0.13 0.3963
H -3.43 -2.83 1.43 0.5199
H -1.54 -2.16 2.69 0.6308
H -1.58 -0.56 3.40 0.5489
H 0.94 -2.29 3.69 0.4304
H 0.88 -0.61 4.28 0.3797
H 2.28 -1.17 3.34 0.2576
H 0.25 -3.24 1.36 0.5981
H 1.66 -2.50 0.57 0.3635
H 0.08 -2.35 -0.17 0.2559
H -4.03 -1.29 3.25 0.4666
H -4.87 -0.40 2.01 0.5821
H -5.48 2.21 1.95 0.3255
H -3.81 2.78 1.71 0.2332
H -4.81 3.45 3.01 0.4283
H -1.65 1.28 4.77 0.3350
H -2.21 2.86 4.24 0.4527
H -1.51 1.75 3.06 0.1568
C 5.08 -0.67 1.12 -1.4335
C 4.02 -0.26 0.14 1.2505
O 2.98 0.28 0.60 -0.6929
C 4.19 -0.50 -1.27 0.5953
C 5.48 -0.46 -1.85 -0.9925
C 5.66 -0.62 -3.19 -0.7940
C 4.55 -0.89 -4.01 -0.4870
C 3.29 -0.98 -3.47 -0.4934
C 3.06 -0.78 -2.10 0.5722
O 1.85 -0.91 -1.61 -0.7455
H 4.59 -1.17 1.95 0.2608
H 5.56 0.23 1.53 0.3629
H 5.83 -1.31 0.68 0.4573
H 6.33 -0.24 -1.21 0.4505
H 6.64 -0.55 -3.63 0.4187
H 4.69 -1.03 -5.07 0.4229
H 2.43 -1.21 -4.09 0.4987
C 0.67 1.73 -4.51 -0.9013
O 0.53 1.38 -3.12 0.0457
C 1.41 1.99 -2.22 0.3327
O 2.24 2.76 -2.63 -0.5285
H 0.12 0.97 -5.07 0.2754
H 1.72 1.73 -4.79 0.2917
H 0.25 2.71 -4.69 0.3424
```

- highest occupied orbital energy (eV) = -10.97
- total charge = +1
- spin multiplicity = 1
- orbital gap (eV) = 7.61

No. 2
The following is a quantum chemistry calculation of a cluster of 6 separate species, C21H37BrO8 in total in a non-equilibrium geometry, from the Open Molecules 2025 dataset.

XYZ file:
```
67
Properties=species:S:1:pos:R:3:mulliken_charge:R:1
C 6.65 -1.54 0.82 0.0018
C 5.63 -1.31 0.17 -0.7488
C 4.34 -1.16 -0.73 -0.0941
C 3.24 -0.21 -0.01 0.1967
C 1.90 -1.08 0.05 -0.2843
O 0.72 -0.27 0.34 -0.2476
C -0.33 -1.09 0.75 0.6295
O -1.18 -0.71 1.53 -0.4882
O -0.47 -2.43 0.28 -0.3250
Br -0.88 -2.38 -1.52 0.1051
H 7.61 -2.05 1.11 0.3574
H 4.63 -0.74 -1.74 0.1606
H 3.90 -2.21 -0.83 0.2356
H 3.07 0.65 -0.73 -0.2553
H 3.58 0.15 1.00 0.4362
H 1.81 -1.59 -0.97 0.0076
H 2.05 -1.82 0.90 0.3136
C -2.20 1.54 -4.34 -1.3344
C -1.22 1.12 -3.27 0.8905
C -1.53 1.52 -1.85 -0.8147
O -0.22 0.49 -3.54 -0.4779
H -1.85 1.18 -5.31 0.3239
H -3.18 1.09 -4.13 0.3614
H -2.28 2.63 -4.37 0.3348
H -2.48 1.08 -1.54 0.4252
H -1.58 2.61 -1.77 0.3717
H -0.74 1.16 -1.19 0.0160
C 2.75 -2.41 -4.87 -0.9213
C 4.23 -2.10 -4.83 0.8526
C 4.90 -1.76 -6.13 -1.1589
O 4.85 -2.13 -3.79 -0.5381
H 2.40 -2.64 -3.86 0.1589
H 2.20 -1.55 -5.25 0.2723
H 2.57 -3.28 -5.51 0.3628
H 4.44 -0.86 -6.56 0.3195
H 4.82 -2.59 -6.83 0.3456
H 5.96 -1.56 -5.95 0.3043
C -1.86 -1.67 4.23 -0.8904
C -2.42 -1.83 5.62 0.6764
C -3.89 -2.16 5.73 -0.8850
O -1.73 -1.69 6.60 -0.5804
H -0.80 -1.43 4.30 0.3206
H -1.97 -2.61 3.68 0.3213
H -2.37 -0.86 3.71 0.2864
H -4.09 -3.12 5.25 0.3401
H -4.49 -1.37 5.28 0.1260
H -4.16 -2.25 6.79 0.2832
C -7.88 0.36 7.26 -1.1413
C -6.95 0.35 6.07 0.8924
C -6.36 1.67 5.65 -1.1079
O -6.69 -0.67 5.48 -0.5509
H -8.23 -0.65 7.45 0.2905
H -7.35 0.72 8.15 0.3307
H -8.74 1.00 7.06 0.3388
H -5.76 2.09 6.46 0.3188
H -7.15 2.37 5.38 0.3550
H -5.71 1.52 4.79 0.2781
C 1.95 3.01 -3.24 -0.6248
C 3.26 3.32 -2.56 0.7492
C 4.07 4.46 -3.13 -1.2380
O 3.64 2.69 -1.60 -0.5263
H 1.47 2.17 -2.73 -0.1560
H 1.29 3.88 -3.19 0.3692
H 2.12 2.73 -4.28 0.3409
H 3.51 5.39 -3.07 0.3345
H 4.35 4.24 -4.16 0.3225
H 4.99 4.57 -2.54 0.3317
```

- highest occupied orbital energy (eV) = -8.94
- total charge = 0
- spin multiplicity = 1
- orbital gap (eV) = 7.85
- SMILES = C#CCCCOC(=O)OBr.CC(C)=O.CC(C)=O.CC(C)=O.CC(C)=O.CC(C)=O

No. 3
The following is a quantum chemistry calculation of a structure of composition C21H37ClCoN3O7S in a non-equilibrium geometry, from the Open Molecules 2025 dataset.

XYZ file:
```
71
Properties=species:S:1:pos:R:3:mulliken_charge:R:1
O 1.10 -0.87 -3.81 -0.5959
C 0.32 -0.04 -4.26 -0.6321
C 0.37 1.44 -4.08 0.6936
C 0.44 2.16 -2.87 1.0151
H 0.31 1.64 -1.91 -0.0671
C 0.62 3.54 -2.95 -0.8321
H 0.72 4.12 -2.03 0.5573
C 0.72 4.15 -4.20 -0.5422
H 0.93 5.22 -4.26 0.3727
C 0.56 3.42 -5.40 -0.5839
H 0.64 3.87 -6.39 0.3667
C 0.29 2.07 -5.33 -0.6721
H 0.08 1.42 -6.19 0.4056
H -0.66 -0.30 -4.76 0.3570
C -2.17 -1.57 -2.16 -1.1228
C -2.21 -0.33 -1.29 1.1993
H -2.69 -1.39 -3.13 0.4342
H -2.73 -2.39 -1.65 0.2163
H -1.13 -1.82 -2.44 -0.0092
C -2.53 0.89 -1.75 -0.0181
C -3.99 1.13 -2.03 -1.4191
H -1.80 1.67 -1.86 0.2162
H -4.25 1.60 -2.98 0.3526
H -4.40 1.72 -1.20 0.2228
H -4.49 0.14 -1.99 0.3306
Co -1.58 -0.32 0.42 -0.4601
Cl -3.65 -0.35 1.03 -0.6118
C -1.72 0.30 3.44 -0.1190
O -1.10 -0.38 2.57 -0.4911
N -1.42 0.30 4.75 0.2432
C -0.51 -0.73 5.23 -0.9270
C -2.21 1.05 5.73 -0.9233
H -2.55 0.94 3.16 0.3910
H 0.23 -0.92 4.44 0.2384
H -1.05 -1.67 5.45 0.3066
H -0.02 -0.39 6.16 0.3496
H -2.47 2.02 5.30 0.3429
H -1.64 1.22 6.64 0.2793
H -3.13 0.54 6.01 0.3277
H 4.74 2.45 -2.56 0.3573
H 5.28 2.00 -0.36 0.3740
C 3.67 2.21 -2.43 -0.8283
C 4.26 1.73 -0.07 -0.9594
N 3.53 1.34 -1.26 0.3078
H 3.27 1.71 -3.33 0.2617
C 2.71 0.26 -1.26 0.4009
O 2.60 -0.51 -0.29 -0.8103
H 4.24 0.87 0.59 0.2736
H 2.18 0.10 -2.23 0.1497
H 3.12 3.17 -2.27 0.2530
H 3.77 2.60 0.38 0.2164
H -0.05 -5.42 0.47 0.3316
H 2.33 -4.56 -0.53 0.2931
C -0.49 -4.75 -0.26 -1.0550
C 1.67 -4.00 -1.20 -0.8093
N 0.43 -3.67 -0.52 0.3955
H -1.42 -4.34 0.10 0.2959
C 0.19 -2.43 -0.13 0.5092
O -0.92 -2.14 0.42 -0.7812
H 2.16 -3.07 -1.54 0.1916
H 0.98 -1.67 -0.30 0.2212
H -0.63 -5.30 -1.19 0.3387
H 1.42 -4.64 -2.07 0.3015
C 1.45 1.50 2.15 -0.8838
S 0.25 2.16 1.01 1.3112
O -0.88 2.70 1.72 -0.7637
O 0.98 3.05 0.11 -0.6263
O -0.14 0.94 0.18 -0.2210
H 0.91 1.18 3.04 0.1648
H 2.16 2.29 2.38 0.5097
H 1.93 0.65 1.68 0.0879
```

- expectation value of S² = 3.839
- highest occupied orbital energy (alpha / beta) (eV) = -1.64 / -2.08
- total charge = -1
- spin multiplicity = 4
- orbital gap (alpha / beta) (eV) = 4.31 / 4.75

No. 4
The following is a quantum chemistry calculation of the ion C21H37ClN2O5P with charge +1 in a non-equilibrium geometry, from the Open Molecules 2025 dataset.

XYZ file:
```
67
Properties=species:S:1:pos:R:3:mulliken_charge:R:1
C -0.15 0.84 4.04 -1.3318
C -1.00 0.74 2.77 -0.0273
O -0.51 1.62 1.74 -0.3788
C -1.28 1.65 0.65 0.0008
C -2.37 2.48 0.59 0.7395
C -2.74 3.40 1.74 -1.5929
C -2.05 4.80 1.61 0.2576
C -1.85 5.28 0.17 -1.2886
Cl -0.40 4.70 2.36 -0.1843
C -3.17 2.49 -0.54 -0.4673
C -2.81 1.69 -1.61 -0.7228
C -1.70 0.91 -1.53 1.1922
C -1.31 0.08 -2.74 -1.3838
C -0.14 0.82 -3.45 0.3023
O 0.69 0.21 -4.08 -0.5331
N -0.13 2.25 -3.26 0.4178
C -0.21 2.96 -4.56 -1.1419
C 1.14 2.68 -2.61 -0.8422
N -0.95 0.87 -0.42 0.9948
C 0.27 0.04 -0.32 -1.6077
C 0.04 -1.35 0.36 -0.3824
C 0.49 -2.55 -0.52 -1.3138
P 1.53 -3.79 0.33 0.7181
O 2.67 -4.07 -0.56 -0.7328
O 0.66 -5.11 0.56 -0.3146
C 1.38 -6.33 0.26 -0.1289
C 0.65 -7.47 1.03 -1.1158
O 2.10 -3.24 1.73 -0.4074
C 3.07 -2.17 1.54 0.1732
C 4.53 -2.67 1.53 -1.2771
H -0.73 0.48 4.89 0.4065
H 0.75 0.21 3.99 0.2571
H 0.14 1.88 4.21 0.3084
H -1.02 -0.32 2.47 0.2511
H -2.03 0.99 3.04 0.4167
H -2.31 2.96 2.64 0.2029
H -3.81 3.47 1.91 0.5990
H -2.62 5.56 2.14 0.4444
H -2.82 5.31 -0.33 0.3056
H -1.18 4.64 -0.42 0.1954
H -1.40 6.28 0.17 0.4543
H -4.04 3.13 -0.61 0.5470
H -3.42 1.72 -2.51 0.5285
H -2.15 0.03 -3.45 0.5388
H -0.99 -0.92 -2.45 0.0358
H 0.58 2.61 -5.24 0.4371
H -1.21 2.92 -5.01 0.2866
H 0.01 4.02 -4.37 0.3965
H 1.60 1.86 -2.05 0.2518
H 0.91 3.50 -1.92 0.2042
H 1.87 3.02 -3.35 0.4065
H 0.70 -0.16 -1.30 0.7974
H 1.02 0.62 0.21 0.3076
H 0.56 -1.32 1.32 0.3632
H -1.04 -1.43 0.57 0.5873
H 1.03 -2.22 -1.42 0.4548
H -0.42 -3.05 -0.87 0.5627
H 2.41 -6.32 0.60 0.3003
H 1.34 -6.59 -0.80 0.2875
H 0.51 -8.34 0.38 0.3297
H 1.25 -7.80 1.89 0.2967
H -0.32 -7.15 1.40 0.2774
H 2.87 -1.69 0.57 0.0649
H 2.89 -1.41 2.31 0.3047
H 5.09 -2.04 2.23 0.3907
H 4.62 -3.71 1.81 0.2841
H 4.93 -2.49 0.53 0.2959
```

- highest occupied orbital energy (eV) = -12.35
- total charge = +1
- spin multiplicity = 1
- orbital gap (eV) = 8.60
- SMILES = CCOc1c(C[C@H](C)Cl)ccc(CC(=O)N(C)C)[n+]1CCCP(=O)(OCC)OCC

No. 5
The following is a quantum chemistry calculation of a cluster of 4 separate species, C21H37N3O7S3 in total in a non-equilibrium geometry, from the Open Molecules 2025 dataset.

XYZ file:
```
71
Properties=species:S:1:pos:R:3:mulliken_charge:R:1
C 1.67 3.20 1.16 -1.6944
C 2.99 2.50 1.51 -0.1469
C 4.24 3.43 1.52 1.6947
C 3.96 4.60 0.67 -0.5150
N 3.76 5.52 0.00 -0.5477
C 4.46 3.94 2.97 -0.7512
C 3.77 5.18 3.26 -0.0922
N 3.17 6.12 3.59 -0.4773
N 5.46 2.83 1.00 0.0747
C 5.40 2.53 -0.43 -0.9514
C 5.88 1.70 1.78 0.4796
C 7.15 1.88 2.58 -1.5199
O 5.30 0.65 1.78 -0.4068
H 0.87 2.58 1.55 0.4296
H 1.57 4.16 1.65 0.3966
H 1.55 3.29 0.09 0.3953
H 3.11 1.66 0.84 0.1675
H 2.86 2.07 2.49 0.3602
H 4.18 3.19 3.69 0.4313
H 5.53 4.11 3.10 0.4135
H 6.01 1.67 -0.65 0.4272
H 5.80 3.35 -1.01 0.3266
H 4.40 2.32 -0.78 0.3284
H 7.79 2.58 2.05 0.4035
H 7.64 0.93 2.68 0.4336
H 6.94 2.30 3.55 0.3233
O 1.08 -1.37 1.76 -0.6375
S 2.33 -1.67 1.12 1.3114
O 2.85 -0.83 0.06 -0.6931
C 3.58 -1.89 2.38 -0.6481
C 3.51 -3.37 2.73 -0.7228
C 3.38 -4.11 1.39 -0.6554
C 2.31 -3.38 0.57 -0.7494
H 3.36 -1.23 3.22 0.4466
H 4.54 -1.63 1.94 0.3177
H 4.38 -3.69 3.29 0.3556
H 2.63 -3.57 3.35 0.3159
H 4.33 -4.08 0.86 0.2760
H 3.11 -5.16 1.53 0.3635
H 2.52 -3.41 -0.50 0.4241
H 1.31 -3.78 0.76 0.3165
O -2.97 -3.70 -0.55 -0.6818
S -3.41 -2.38 -0.16 1.2599
O -4.56 -2.20 0.69 -0.7080
C -2.01 -1.50 0.51 -0.6872
C -1.37 -0.83 -0.69 -0.4112
C -2.53 -0.27 -1.53 -0.8889
C -3.59 -1.38 -1.64 -0.2224
H -1.35 -2.19 1.03 0.3508
H -2.39 -0.76 1.22 0.3457
H -0.67 -0.05 -0.39 0.2850
H -0.81 -1.56 -1.28 0.2434
H -2.96 0.60 -1.02 0.3446
H -2.20 0.05 -2.52 0.3659
H -4.59 -0.98 -1.67 0.1018
H -3.42 -2.01 -2.50 0.3337
O -6.97 -0.15 -5.61 -0.6798
S -6.84 -0.72 -4.29 1.0193
O -5.55 -0.91 -3.68 -0.5592
C -7.89 0.20 -3.17 -0.6725
C -9.24 -0.52 -3.24 -0.5972
C -8.91 -2.02 -3.23 -0.6197
C -7.77 -2.25 -4.23 -0.6427
H -7.94 1.24 -3.48 0.4122
H -7.46 0.12 -2.17 0.3286
H -9.88 -0.24 -2.41 0.3425
H -9.75 -0.26 -4.17 0.3007
H -8.59 -2.31 -2.23 0.3064
H -9.78 -2.63 -3.48 0.3186
H -7.11 -3.05 -3.92 0.3584
H -8.15 -2.45 -5.23 0.3490
```

- highest occupied orbital energy (eV) = -9.81
- total charge = 0
- spin multiplicity = 1
- orbital gap (eV) = 10.13
- SMILES = CC[C@@](C#N)(CC#N)N(C)C(C)=O.O=S1(=O)CCCC1.O=S1(=O)CCCC1.O=S1(=O)CCCC1

No. 6
The following is a quantum chemistry calculation of a cluster of 5 separate species, C21H37NO8S in total in a non-equilibrium geometry, from the Open Molecules 2025 dataset.

XYZ file:
```
68
Properties=species:S:1:pos:R:3:mulliken_charge:R:1
C 7.12 -0.47 3.33 -1.0665
C 6.36 0.50 2.43 -0.3049
S 4.74 -0.21 1.99 -0.1234
C 4.30 0.75 0.52 -1.1225
C 3.00 1.50 0.70 0.8090
C 2.98 2.77 1.29 -0.4722
C 1.79 3.48 1.46 -0.9972
C 0.58 2.93 1.05 -0.4587
C 0.60 1.67 0.48 0.0256
C 1.78 0.95 0.31 0.0449
C 1.44 -0.37 -0.31 0.3778
O 2.19 -1.21 -0.70 -0.6236
N 0.05 -0.40 -0.40 0.7350
C -0.68 -1.66 -0.18 -1.0120
C -1.55 -1.67 1.06 -0.2720
C -0.81 -1.45 2.39 -1.0482
C -1.30 -0.23 3.15 -0.4939
O -2.71 -0.12 2.99 -0.2298
C -3.27 0.96 3.58 0.5818
C -2.82 2.29 3.05 -0.9124
O -4.12 0.84 4.41 -0.5814
C -0.52 0.83 -0.05 -0.0924
O -1.66 1.13 -0.24 -0.6055
H 6.42 -1.16 3.79 0.3059
H 7.66 0.08 4.08 0.3356
H 7.80 -1.07 2.73 0.2692
H 6.90 0.73 1.52 0.3321
H 6.17 1.44 2.94 0.2631
H 4.22 0.10 -0.33 0.4603
H 5.08 1.48 0.32 0.5671
H 3.90 3.22 1.62 0.4499
H 1.80 4.46 1.91 0.4300
H -0.36 3.46 1.16 0.5833
H 0.01 -2.50 -0.17 0.5409
H -1.35 -1.83 -1.01 -0.0418
H -1.99 -2.67 1.08 0.6630
H -2.39 -1.00 0.96 0.2913
H -0.93 -2.32 3.03 0.4405
H 0.26 -1.35 2.21 0.3581
H -0.77 0.67 2.83 0.2025
H -1.09 -0.36 4.21 0.4852
H -1.94 2.65 3.58 0.3293
H -3.62 3.01 3.15 0.3971
H -2.56 2.18 2.00 0.1761
C -4.13 -1.88 -1.89 -0.3324
O -3.12 -2.87 -2.09 -0.5373
H -3.91 -1.33 -0.98 -0.0339
H -4.15 -1.18 -2.73 0.3112
H -5.11 -2.35 -1.79 0.3213
H -3.33 -3.34 -2.90 0.2877
C -6.29 -0.30 1.24 -0.5990
O -5.28 -1.29 1.19 -0.4308
H -6.65 -0.14 0.23 0.2490
H -7.13 -0.62 1.87 0.3104
H -5.90 0.65 1.62 0.2187
H -4.95 -1.42 2.09 0.2606
C -0.49 -1.13 -4.41 -0.3810
O -1.38 -0.05 -4.15 -0.5596
H -0.28 -1.17 -5.48 0.2746
H 0.46 -0.97 -3.87 0.1406
H -0.93 -2.07 -4.09 0.2104
H -1.54 -0.04 -3.20 0.2871
C 2.30 0.05 -7.10 -0.4322
O 2.27 -0.93 -8.14 -0.5125
H 2.72 -0.42 -6.22 0.1770
H 2.92 0.90 -7.38 0.2832
H 1.28 0.39 -6.87 0.1989
H 1.90 -0.51 -8.92 0.2916
```

- highest occupied orbital energy (eV) = -8.72
- total charge = 0
- spin multiplicity = 1
- orbital gap (eV) = 8.27
- SMILES = CCSCc1cccc2c1C(=O)N(CCCCOC(C)=O)C2=O.CO.CO.CO.CO

Q: Among the records above, which one has the lowest total charge?
A: C21H37ClCoN3O7S